1.
C30H39F33N2O7S | the ωB97M-V functional and the def2-TZVPD basis

Geometry as XYZ:
```
112
Properties=species:S:1:pos:R:3:mulliken_charge:R:1
C 0.254 2.328 -0.961 -0.9487
O 0.196 2.925 -2.242 -0.4880
C 1.390 3.519 -2.692 -0.9091
C 1.265 5.021 -2.851 -1.0361
C 0.785 5.708 -1.566 0.5678
C -0.087 6.924 -1.892 -1.6983
N -1.380 6.989 -1.175 0.2491
C -2.402 6.101 -1.775 -0.8000
C -3.588 6.923 -2.278 -0.7841
C -4.130 6.376 -3.587 -1.1943
C -4.921 5.093 -3.427 0.2646
C -6.016 5.075 -2.355 -0.7864
N -5.830 3.898 -1.512 -0.3491
S -1.244 6.812 0.448 1.1854
O -0.060 7.454 0.856 -0.6304
O -2.420 7.281 1.045 -0.6456
F -1.202 5.284 0.770 -0.1820
H -0.367 2.861 -0.254 0.1884
H 1.254 2.245 -0.566 0.5876
H -0.131 1.324 -1.046 0.1098
H 2.263 3.265 -2.108 0.5728
H 1.575 3.136 -3.686 0.2203
H 0.600 5.212 -3.674 0.4318
H 2.245 5.394 -3.108 0.4003
H 0.238 4.959 -1.027 -0.2916
H 1.619 6.020 -0.973 0.6189
H -0.325 6.990 -2.934 0.6835
H 0.455 7.814 -1.631 0.4016
H -1.980 5.513 -2.566 0.3341
H -2.799 5.449 -1.015 0.6010
H -3.204 7.909 -2.483 0.5459
H -4.321 7.053 -1.505 0.3664
H -4.654 7.163 -4.106 0.3866
H -3.269 6.136 -4.194 0.4351
H -5.420 4.916 -4.368 0.5024
H -4.257 4.262 -3.302 -0.4889
H -6.089 5.988 -1.790 0.3221
H -6.959 4.972 -2.862 0.3390
H -5.566 4.126 -0.572 0.1765
H -6.608 3.268 -1.525 0.1970
C -2.764 -1.263 -1.345 -0.6076
C -4.151 -0.807 -0.865 0.9762
C -5.297 -0.852 -1.876 0.0565
F -5.068 -0.035 -2.923 -0.1983
F -6.436 -0.434 -1.269 -0.2807
F -4.057 0.426 -0.326 -0.2446
F -4.504 -1.653 0.147 -0.3242
O -1.840 -0.259 -1.715 -0.2632
C -1.838 0.253 -2.980 0.5925
C -2.156 1.744 -2.965 2.0629
F -3.368 1.970 -2.425 -0.2067
F -2.167 2.220 -4.234 -0.3598
F -2.654 -0.438 -3.798 -0.3262
F -0.582 0.109 -3.464 -0.2662
H -2.299 -1.728 -0.481 0.0163
H -2.827 -2.047 -2.097 0.4573
H -5.453 -1.872 -2.241 0.2431
H -1.403 2.286 -2.389 -0.8903
C -2.274 -5.618 1.103 -1.0275
C -1.582 -4.684 0.099 1.1762
C -0.469 -5.262 -0.768 0.0272
F 0.580 -5.694 -0.039 -0.2044
F -0.012 -4.282 -1.583 -0.2299
F -1.134 -3.587 0.745 -0.2484
F -2.538 -4.255 -0.776 -0.3135
O -1.835 -5.543 2.440 -0.3873
C -0.754 -6.282 2.849 0.6499
C 0.396 -5.382 3.296 0.2948
F 0.790 -4.578 2.283 -0.2061
F 1.447 -6.144 3.656 -0.2834
F -0.372 -7.159 1.902 -0.2769
F -1.150 -7.004 3.915 -0.3070
H -3.307 -5.278 1.147 0.4679
H -2.318 -6.646 0.745 0.3386
H -0.825 -6.087 -1.392 0.2919
H 0.095 -4.758 4.139 0.2778
C 5.502 -4.393 5.650 -0.8500
C 4.011 -4.382 5.275 1.0598
C 3.141 -3.295 5.904 0.0389
F 3.105 -3.402 7.247 -0.2346
F 1.867 -3.433 5.446 -0.2035
F 3.478 -5.597 5.516 -0.2807
F 3.956 -4.182 3.930 -0.3154
O 5.908 -5.304 6.650 -0.4027
C 5.827 -4.959 7.970 0.7932
C 4.856 -5.866 8.723 0.1828
F 3.621 -5.782 8.191 -0.2071
F 4.788 -5.471 10.014 -0.2656
F 5.524 -3.657 8.123 -0.2815
F 7.053 -5.143 8.504 -0.3078
H 6.016 -4.742 4.757 0.4214
H 5.884 -3.390 5.838 0.3350
H 3.501 -2.300 5.630 0.2710
H 5.193 -6.903 8.678 0.2577
C 3.037 -0.769 -2.854 -0.9491
C 3.654 0.146 -1.784 1.1648
C 5.161 0.039 -1.553 0.0088
F 5.511 -1.191 -1.124 -0.2279
F 5.523 0.929 -0.596 -0.2716
F 2.993 -0.015 -0.619 -0.2652
F 3.426 1.428 -2.197 -0.2630
O 2.405 -1.948 -2.409 -0.1737
C 3.121 -3.099 -2.204 0.7959
C 3.088 -3.531 -0.738 0.8585
F 3.612 -2.573 0.056 -0.2797
F 3.826 -4.651 -0.565 -0.2814
F 4.373 -2.970 -2.686 -0.3156
F 2.523 -4.048 -2.955 -0.2810
H 2.225 -0.189 -3.288 0.3611
H 3.729 -0.966 -3.673 0.2599
H 5.712 0.272 -2.469 0.2931
H 2.068 -3.728 -0.415 -0.3771
```

Summary:
Energy above the lowest of the compared OMol25 structures with the same formula, charge and spin (kJ/mol): 0.0
LUMO level (eV): 0.4
Orbital gap (eV): 9.20
SMILES: FC(F)C(F)(F)COC(F)(F)C(F)F.FC(F)C(F)(F)COC(F)(F)C(F)F.FC(F)C(F)(F)COC(F)(F)C(F)F.FC(F)C(F)(F)COC(F)(F)C(F)F.COCCCCN(CCCCCN)S(=O)(=O)F

2.
C4H8N2O | the ωB97M-V functional and the def2-TZVPD basis

Geometry as XYZ:
```
15
Properties=species:S:1:pos:R:3:mulliken_charge:R:1
C -1.840 0.013 0.798 -0.8768
N -0.606 0.692 0.520 -0.3091
C 0.238 0.273 -0.585 0.3441
C 1.522 -0.458 -0.096 -0.5801
O 2.245 0.398 0.763 -0.5134
C -0.441 -0.511 -1.633 0.0192
N -0.957 -1.097 -2.488 -0.4090
H -1.729 -1.023 1.147 0.2796
H -2.374 0.603 1.546 0.3444
H -2.449 0.012 -0.113 0.3136
H 0.006 0.870 1.306 0.2543
H 0.412 1.269 -1.001 0.1502
H 2.154 -0.845 -0.912 0.3546
H 1.236 -1.322 0.520 0.2951
H 2.583 1.127 0.227 0.3334
```

Summary:
Energy above the lowest of the compared OMol25 structures with the same formula, charge and spin (kJ/mol): 216.4
LUMO level (eV): 0.6
Orbital gap (eV): 9.67
SMILES: CN[C@H](C#N)CO

3.
C25H47AsO6P2PdS2Si3 | the ωB97M-V functional and the def2-TZVPD basis

Geometry as XYZ:
```
87
Properties=species:S:1:pos:R:3:mulliken_charge:R:1
Pd -1.229 -0.756 -0.295 -0.7530
C -3.868 1.503 1.562 -1.7924
P -3.075 0.578 0.158 2.0577
C -4.655 -0.129 -0.494 -1.4387
C -2.884 1.936 -1.100 0.2838
C -3.408 3.219 -0.919 -0.4909
C -3.249 4.208 -1.881 -0.6950
C -2.577 3.919 -3.061 -0.8245
C -2.061 2.647 -3.259 -0.3201
C -2.189 1.645 -2.295 -0.5338
P -1.419 -0.042 -2.442 1.7607
C -2.500 -0.801 -3.712 -1.7064
C 0.003 0.231 -3.578 -1.3763
H -4.809 1.997 1.297 0.4027
H -3.182 2.231 1.999 0.3449
H -4.077 0.742 2.318 0.4112
H -5.356 0.663 -0.766 0.4191
H -5.076 -0.779 0.273 0.4226
H -4.449 -0.784 -1.341 0.2634
H -3.930 3.463 -0.002 0.2278
H -3.644 5.202 -1.706 0.3731
H -2.451 4.680 -3.822 0.3806
H -1.536 2.431 -4.182 0.2720
H -2.400 -0.280 -4.671 0.4969
H -3.539 -0.799 -3.399 0.3798
H -2.184 -1.836 -3.788 0.3464
H -0.228 0.817 -4.469 0.6008
H 0.301 -0.777 -3.882 0.5082
H 0.841 0.678 -3.044 0.0214
O -0.461 -3.151 -2.827 -0.6622
S 0.524 -3.284 -1.786 1.0987
O 1.407 -4.430 -1.935 -0.8410
O 1.310 -2.041 -1.584 -0.8830
C -0.260 -3.519 -0.160 0.4251
C 0.680 -4.003 0.762 -1.0386
C 0.405 -4.096 2.109 -0.5768
C -0.806 -3.617 2.586 -0.9234
C -1.763 -3.190 1.692 -0.3709
C -1.577 -3.191 0.288 -0.1976
S -3.202 -3.499 -0.516 1.1864
O -4.166 -2.945 0.430 -0.7242
O -3.213 -4.957 -0.534 -0.7665
O -3.283 -2.891 -1.832 -0.5204
H 1.635 -4.324 0.381 0.7733
H 1.149 -4.511 2.780 0.3854
H -1.034 -3.624 3.647 0.3502
H -2.745 -2.912 2.046 0.6048
C 3.645 0.788 3.346 -1.5247
Si 2.027 -0.066 2.896 0.5584
C 2.256 -1.768 3.602 -1.0960
C 0.700 0.749 3.926 -1.0558
As 1.164 -0.011 0.698 0.5345
Si 1.169 2.337 0.586 0.2760
C 2.533 3.322 1.409 -1.2687
C -0.386 2.923 1.444 -0.4899
C 1.127 2.935 -1.172 -0.5102
Si 3.006 -0.817 -0.618 1.5426
C 3.236 -0.311 -2.410 -1.4313
C 3.684 -2.497 -0.124 -1.2328
C 4.476 0.252 0.058 -1.5291
H 3.522 1.282 4.316 0.3869
H 3.980 1.525 2.619 0.4075
H 4.432 0.038 3.453 0.4465
H 2.590 -1.658 4.640 0.4859
H 3.015 -2.334 3.060 0.3317
H 1.326 -2.328 3.588 0.0412
H 0.884 0.586 4.993 0.4789
H -0.273 0.321 3.669 0.1065
H 0.658 1.827 3.747 0.3102
H 2.558 3.155 2.488 0.2820
H 2.309 4.380 1.240 0.3867
H 3.522 3.114 0.996 0.3234
H -0.799 2.139 2.079 -0.2639
H -1.140 3.184 0.702 0.1204
H -0.181 3.805 2.059 0.5692
H 1.979 2.565 -1.743 0.1991
H 1.155 4.029 -1.186 0.4465
H 0.207 2.613 -1.661 -0.2675
H 2.549 -0.776 -3.110 0.2256
H 4.259 -0.613 -2.662 0.4997
H 3.200 0.777 -2.509 0.3773
H 3.405 -3.275 -0.836 0.4718
H 3.289 -2.776 0.853 0.0659
H 4.773 -2.430 -0.039 0.4479
H 4.273 1.327 0.013 0.1658
H 5.368 0.061 -0.551 0.4981
H 4.733 0.005 1.093 0.3221
```

Summary:
Energy above the lowest of the compared OMol25 structures with the same formula, charge and spin (kJ/mol): 61.3
Total charge: -2
LUMO level (eV): 4.4
Orbital gap (eV): 5.31

4.
C32H17AlBrF4N8O2S3 | the ωB97M-V functional and the def2-TZVPD basis

Geometry as XYZ:
```
68
Properties=species:S:1:pos:R:3:mulliken_charge:R:1
Al -0.019 -0.184 -0.494 0.0263
C -3.035 -1.237 -1.086 -1.0855
O -1.707 -1.466 -0.577 0.5590
C -1.424 -2.688 -0.018 0.3621
C -2.222 -3.799 -0.037 -0.5249
C -1.737 -4.962 0.578 -0.8562
Br -2.820 -6.505 0.581 -0.1620
C -0.494 -4.999 1.156 -0.5712
C 0.323 -3.853 1.154 0.4605
C -0.156 -2.679 0.581 1.1091
O 0.515 -1.538 0.545 -0.8021
C 1.664 -3.877 1.708 0.1153
N 2.541 -2.875 1.649 0.3853
C 3.736 -3.255 2.249 0.5495
C 4.936 -2.580 2.429 -0.7418
C 5.934 -3.272 3.084 -0.5669
C 5.744 -4.585 3.541 -0.4711
C 4.551 -5.255 3.360 -0.9474
C 3.549 -4.557 2.700 0.4216
N 2.246 -4.903 2.344 -0.0151
H -3.761 -1.448 -0.303 0.4660
H -3.202 -1.856 -1.966 0.3521
H -3.078 -0.188 -1.361 0.2554
H -3.198 -3.799 -0.501 0.5791
H -0.151 -5.927 1.593 0.4875
H 2.315 -2.006 1.175 -0.0934
H 5.077 -1.569 2.072 0.4946
H 6.890 -2.794 3.249 0.4110
H 6.556 -5.087 4.048 0.4046
H 4.408 -6.267 3.714 0.4193
H 1.809 -5.792 2.522 0.2307
S -0.294 0.104 -2.721 -0.4519
C 0.987 1.281 -2.933 0.6279
C 0.859 2.120 -4.086 -0.1371
N 0.661 2.835 -4.965 -0.4956
C 1.977 1.506 -2.034 0.5277
S 2.069 0.743 -0.470 -0.4093
C 3.014 2.451 -2.333 -0.1579
N 3.858 3.194 -2.569 -0.4671
F -4.011 4.990 -2.186 -0.3002
C -2.695 5.042 -2.298 -0.1760
C -2.147 5.759 -3.297 0.3631
F -2.941 6.395 -4.126 -0.2788
C -0.712 5.838 -3.506 0.0925
C 0.087 5.112 -2.535 0.3413
C -0.476 4.340 -1.589 0.5938
F 0.298 3.706 -0.716 -0.4245
C -1.897 4.226 -1.424 0.7838
C -2.458 3.358 -0.503 0.0311
C -1.744 2.221 -0.058 0.1721
N -1.201 1.224 0.133 0.2059
C -3.825 3.401 -0.086 -0.2470
N -4.903 3.453 0.308 -0.4369
F 1.390 5.227 -2.572 -0.2916
C -0.154 6.531 -4.535 1.3119
C -0.919 7.227 -5.528 -0.2492
N -1.469 7.782 -6.369 -0.4105
C 1.259 6.639 -4.747 -0.0806
N 2.374 6.806 -4.961 -0.4056
C -2.251 0.479 3.831 -1.0093
S -2.512 -0.697 2.489 0.2666
C -2.804 -2.187 3.465 -1.0294
H -1.369 0.212 4.412 0.2935
H -3.127 0.512 4.477 0.3678
H -2.103 1.461 3.388 0.2783
H -3.629 -2.028 4.158 0.4325
H -1.909 -2.472 4.016 0.2819
H -3.072 -2.988 2.777 0.2353
```

Summary:
Total charge: +1
LUMO level (spin up / spin down) (eV): -5.8 / -5.8
Orbital gap (spin up / spin down) (eV): 4.81 / 4.81